[1]
ORCA calculation (the ωB97M-V functional and the def2-TZVPD basis) on a molecular structure, C16H31F3MoO3P2S at a distorted geometry.

Values from the calculation:
2S+1 ... 3
E_HOMO (spin up / spin down) ... -14.103 / -15.059 eV
ΔE to the lowest compared entry with this formula, charge and spin ... 0.0 kcal/mol
Charge ... +2
Kohn-Sham gap (spin up / spin down) ... 6.50 / 7.66 eV

Atoms and positions in Å:
P: -0.33306 -2.09746 1.55032
P: -0.81272 1.86291 2.00839
C: -1.03971 -0.66486 0.62869
C: -0.23800 0.62914 0.75625
H: -2.08117 -0.53540 0.96823
H: -1.08816 -0.96516 -0.44520
H: 0.79714 0.42930 1.07182
H: -0.20300 1.17483 -0.20844
C: -2.40016 2.60480 1.66611
H: -2.73706 3.05567 2.61080
H: -3.11123 1.83759 1.34140
H: -2.28548 3.38186 0.90201
C: 0.36667 3.20736 1.72086
H: -0.06571 3.87819 0.96793
H: 1.32519 2.83787 1.33852
H: 0.53936 3.77434 2.64114
C: -1.37027 -3.49709 1.15859
H: -1.24165 -4.22806 1.96715
H: -1.06224 -3.94493 0.20558
H: -2.42097 -3.18582 1.09868
C: 1.28770 -2.39424 0.81740
H: 1.92056 -1.50250 0.88701
H: 1.19624 -2.68185 -0.23899
H: 1.75672 -3.20944 1.38215
Mo: 0.59749 -0.29179 -2.27828
C: 0.95720 1.30824 -3.47754
C: -0.46101 1.25912 -3.08115
C: -1.51035 0.64016 -3.96704
C: -1.15146 -0.77294 -4.49118
C: -0.32353 -1.61170 -3.54903
C: 1.13152 -1.71432 -3.65716
C: 1.96249 -0.83798 -4.54703
C: 1.47773 0.62383 -4.71844
C: -0.15820 -1.87215 3.29401
H: 1.55881 2.14926 -3.10884
H: -0.83875 2.06801 -2.44846
H: -1.73684 1.28890 -4.83272
H: -2.46337 0.56718 -3.41418
H: -2.10522 -1.31105 -4.63521
H: -0.71891 -0.72277 -5.50378
H: -0.85262 -2.48121 -3.13403
H: 1.58898 -2.67053 -3.38451
H: 2.04708 -1.26707 -5.55884
H: 3.00340 -0.83826 -4.17980
H: 2.37330 1.18727 -5.04137
H: 0.78398 0.70714 -5.57460
H: 0.84966 -1.51537 3.53855
H: -0.32582 -2.85562 3.75427
H: -0.87775 -1.14432 3.67367
F: -0.07300 2.05384 6.68885
C: 0.83889 1.13221 6.34622
F: 1.83188 1.11383 7.25135
F: 0.26853 -0.08156 6.26796
S: 1.66336 1.57589 4.58942
O: 2.25993 2.90047 4.71309
O: 2.51537 0.42061 4.30061
O: -0.81172 1.22564 3.36882

Atoms 1-6, force components in eV/Å:
0.100 0.386 -1.152
0.466 0.317 1.353
-0.208 -0.164 0.162
0.060 0.483 -0.240
0.252 -0.098 -0.187
-0.209 -0.245 0.549

[2]
ORCA calculation (the ωB97M-V functional and the def2-TZVPD basis) on 2 unconnected molecules or ions with the total composition C3H5BrN3 at a distorted geometry.

Values from the calculation:
E_HOMO ... -14.866 eV
ΔE to the lowest compared entry with this formula, charge and spin ... 64.4 kcal/mol
Charge ... +1
Kohn-Sham gap ... 10.08 eV

Atoms and positions in Å:
C: -0.34157 -2.08602 -0.01822
C: -0.07249 0.06156 -0.01499
C: 0.82754 2.02516 -0.14891
N: -1.52131 -1.61953 0.17544
N: -1.36014 -0.31973 0.16297
N: 0.62171 -1.12824 -0.14186
Br: -2.74287 0.87930 0.62146
H: 0.00161 -3.12553 -0.23593
H: 1.62289 1.88741 0.59740
H: 0.05386 2.72393 0.09785
H: 1.26590 2.11278 -1.11789
H: 1.64489 -1.41110 0.02268

Atoms 1-6, force components in eV/Å:
1.655 -2.494 -0.790
1.768 2.350 -0.152
-0.267 -3.226 1.260
-0.795 -1.477 -0.163
1.514 2.984 0.145
-0.072 0.871 0.944

[3]
ORCA calculation (the ωB97M-V functional and the def2-TZVPD basis) on a single C7H13NOS molecule at a distorted geometry.

Values from the calculation:
E_HOMO ... -9.021 eV
ΔE to the lowest compared entry with this formula, charge and spin ... 44.1 kcal/mol
Kohn-Sham gap ... 9.73 eV

Atoms and positions in Å:
C: -0.48568 1.32008 0.29788
C: -2.04453 0.24728 0.14774
C: -3.27697 0.87095 -0.52553
C: -2.29522 -1.18220 0.67854
C: 2.27020 -0.69947 1.02405
C: 2.86919 0.17548 -0.04959
C: 1.78319 0.90587 -0.84846
N: -1.50098 1.20687 1.12142
O: -0.85204 0.24924 -0.63858
S: 0.90401 2.17113 0.14612
H: -2.88770 1.80271 -1.03649
H: -4.10552 1.08687 0.13060
H: -3.56943 0.13216 -1.28734
H: -1.37353 -1.56409 1.06344
H: -2.80780 -1.84357 -0.11282
H: -2.93217 -0.99791 1.55742
H: 3.07965 -1.29760 1.57569
H: 1.67667 -0.15682 1.76613
H: 1.43911 -1.41205 0.87336
H: 3.49035 -0.45523 -0.82292
H: 3.59156 0.90928 0.32849
H: 2.40121 1.25495 -1.70066
H: 1.06023 0.25153 -1.14690

Atoms 1-6, force components in eV/Å:
-4.126 -4.019 0.336
-1.593 -0.932 1.311
1.823 -0.098 -1.691
-1.395 1.107 -0.513
0.502 -1.394 2.337
0.164 -1.282 -1.380

[4]
ORCA calculation (the ωB97M-V functional and the def2-TZVPD basis) on a molecular structure, C12H11AuBBrF3N5S.

Values from the calculation:
E_HOMO ... -8.751 eV
ΔE to the lowest compared entry with this formula, charge and spin ... 0.0 kcal/mol
Kohn-Sham gap ... 7.07 eV

Atoms and positions in Å:
Au: -0.03000 -0.02278 -0.15052
B: 2.14647 -1.16400 2.26237
N: 2.69726 -0.36877 1.00567
C: 3.96816 -0.04862 0.76543
C: 4.08486 0.50325 -0.50197
C: 2.79403 0.49381 -0.99985
N: 1.97815 -0.04046 -0.08495
N: 1.13660 -0.27442 3.02560
C: 1.10982 0.01732 4.33473
C: -0.05618 0.70388 4.60784
C: -0.69532 0.78614 3.36736
N: 0.02672 0.18923 2.42398
H: 1.61051 -2.15516 1.85388
H: 3.09561 -1.37584 2.97038
H: 4.71178 -0.25258 1.51616
H: 4.97556 0.85226 -0.99202
H: 2.40377 0.83534 -1.94392
H: 1.92191 -0.28336 4.97520
H: -0.38739 1.09130 5.55522
H: -1.62661 1.27069 3.11387
F: -2.69480 4.35486 -1.40413
C: -3.34950 3.84786 -0.34969
F: -2.79985 4.37526 0.75291
F: -4.61668 4.28070 -0.41504
C: -3.28368 2.34579 -0.33190
C: -4.42428 1.56708 -0.30030
C: -4.33727 0.17723 -0.25901
C: -3.09226 -0.40922 -0.25029
N: -2.00273 0.35884 -0.29777
C: -2.04625 1.70089 -0.33055
S: -0.41944 2.31565 -0.33087
H: -5.39229 2.04917 -0.30376
H: -5.22421 -0.43688 -0.23156
H: -2.91820 -1.47606 -0.21605
Br: -0.23036 -2.43520 -0.52295

Atoms 1-6, force components in eV/Å:
0.026 -0.069 -0.055
-0.090 0.071 0.001
-0.015 0.008 -0.047
0.026 -0.052 0.064
0.014 0.007 -0.022
-0.044 0.018 -0.037